Here is a single C16H24N2O4S molecule from the Open Molecules 2025 dataset. Energies are from ωB97M-V with the def2-TZVPD basis set.

Total energy ... -1432.76906 a.u.
E_LUMO ... 0.025 hartree
Structure (SMILES) ... CCOC(=O)c1c(NC(=O)CNCCOC)sc2c1CCCC2
M ... 340.445 g/mol
Gap between HOMO and LUMO ... 8.68 eV

Structure (XYZ):
```
47
Properties=species:S:1:pos:R:3:mulliken_charge:R:1
C 5.67 -0.63 -0.17 -1.2221
C 4.47 0.30 -0.20 -0.2809
O 3.30 -0.49 -0.38 -0.1672
C 2.14 0.17 -0.46 0.9558
O 2.09 1.39 -0.38 -0.8406
C 0.98 -0.67 -0.66 -0.8831
C -0.27 -0.10 -0.83 0.1774
N -0.53 1.24 -0.80 -0.0027
C -1.79 1.73 -1.00 0.8217
O -2.73 1.00 -1.19 -0.6846
C -1.90 3.25 -0.98 -0.9354
N -3.23 3.72 -0.64 -0.3239
C -3.53 3.78 0.77 -0.7170
C -3.55 2.42 1.50 -0.1408
O -4.16 2.47 2.76 -0.4432
C -3.42 3.14 3.75 -0.7243
S -1.52 -1.25 -1.08 -0.3481
C -0.35 -2.55 -0.95 0.6080
C 0.91 -2.10 -0.73 0.2100
C 2.07 -3.04 -0.59 -0.2407
C 1.59 -4.48 -0.37 -0.9676
C 0.48 -4.83 -1.37 -0.7571
C -0.75 -3.97 -1.09 -0.7345
H 6.58 -0.05 -0.04 0.4170
H 5.74 -1.19 -1.10 0.2972
H 5.58 -1.33 0.66 0.2965
H 4.55 1.02 -1.03 0.3192
H 4.38 0.87 0.73 0.3258
H 0.30 1.82 -0.65 0.2806
H -1.17 3.68 -0.29 0.3428
H -1.66 3.61 -1.99 0.3567
H -3.91 3.13 -1.11 0.3172
H -2.79 4.44 1.24 0.3554
H -4.51 4.23 0.88 0.2929
H -2.52 2.02 1.60 0.2800
H -4.14 1.70 0.92 0.2793
H -3.37 4.21 3.57 0.2899
H -2.40 2.74 3.82 0.3026
H -3.94 2.96 4.69 0.2574
H 2.68 -2.98 -1.49 0.2657
H 2.70 -2.73 0.25 0.2841
H 1.19 -4.58 0.64 0.3537
H 2.43 -5.16 -0.48 0.3606
H 0.84 -4.64 -2.38 0.3130
H 0.23 -5.89 -1.29 0.3457
H -1.24 -4.31 -0.17 0.2982
H -1.48 -4.08 -1.90 0.4092
```